DFT (the ωB97M-V functional and the def2-TZVPD basis) results for one molecule with the formula C6H11N at a distorted geometry.

The SMILES is C/C=C/C(C)=C/N. The calculation puts the energy relative to the best compared isomer or geometry (same formula, charge and spin) at 46.6 kcal/mol. The value obtained for the LUMO energy is 1.0426 eV. Its highest occupied orbital energy is -0.2603 Ha. The orbital gap is 8.1 eV.

Geometry as ORCA input:
```
! wB97M-V def2-TZVPD RIJCOSX def2/J DEFGRID3
* xyz 0 1
C -2.21810 -2.09743 -0.90483
C -0.90845 -1.51559 -0.42824
C -0.69255 -0.14975 -0.43254
C 0.39801 0.64871 0.07680
C 0.18417 2.16159 0.13678
C 1.50311 0.00277 0.61712
N 2.46723 0.78241 1.27731
H -3.05158 -1.36413 -0.94484
H -2.48068 -2.80493 -0.09886
H -1.97750 -2.78986 -1.72859
H -0.17599 -2.10684 0.12572
H -1.24076 0.47859 -1.16670
H -0.79739 2.55911 -0.16967
H 0.93435 2.53844 -0.61812
H 0.39726 2.51897 1.17697
H 1.59839 -1.07865 0.82428
H 3.42115 0.48001 1.38636
H 2.63935 1.73656 0.87106
*
```

Atom charges from the Mulliken analysis, given in e for atoms 1 to 4: -1.08 -0.32 -0.17 0.87